{
  "formula": "C31H27BO3PtS5Sb",
  "method": "ωB97M-V with the def2-TZVPD basis set",
  "charge": 1,
  "homo_energy_ev": -10.651,
  "orbital_gap_ev": 5.006,
  "total_energy_ev": -103361.4588,
  "elements": ["Pt", "O", "C", "S", "C", "C", "S", "S", "S", "S", "Sb", "C", "C", "C", "C", "C", "C", "C", "C", "C", "C", "C", "C", "C", "C", "C", "C", "C", "C", "H", "H", "H", "H", "H", "H", "H", "H", "H", "H", "H", "H", "H", "H", "H", "C", "C", "C", "C", "C", "C", "C", "C", "O", "B", "O", "C", "C", "H", "H", "H", "H", "H", "H", "H", "H", "H", "H", "H", "H"],
  "positions_angstrom": [[0.38211, 2.50901, -1.68498], [5.45836, 7.06992, -1.36501], [4.57876, 6.29185, -1.49906], [3.10763, 6.61393, -2.46934], [2.31063, 5.11389, -2.17576], [3.07334, 4.13211, -1.34804], [2.52977, 2.62321, -1.00394], [4.59688, 4.66513, -0.73641], [0.82410, 4.77867, -2.76732], [-1.88128, 2.69784, -1.43156], [-1.81403, 1.77225, 0.71949], [-0.98825, -0.12518, 1.06835], [0.39990, -0.23078, 1.03884], [1.00248, -1.46356, 1.22876], [0.22498, -2.58847, 1.46920], [-1.15456, -2.47789, 1.52640], [-1.76679, -1.24885, 1.31854], [-0.54373, 3.02805, 1.83562], [-0.16962, 2.63176, 3.11665], [0.71625, 3.40665, 3.85002], [1.22724, 4.57849, 3.30826], [0.84300, 4.98440, 2.03883], [-0.04092, 4.20904, 1.29985], [-3.70371, 2.07876, 1.57169], [-4.54309, 1.08127, 2.05577], [-5.77235, 1.42352, 2.60044], [-6.16378, 2.75240, 2.65675], [-5.32940, 3.74797, 2.16954], [-4.09922, 3.41437, 1.62662], [1.01466, 0.64570, 0.87039], [2.08071, -1.54570, 1.18825], [0.69694, -3.55171, 1.61003], [-1.76297, -3.35188, 1.71729], [-2.84564, -1.19538, 1.33468], [-0.55781, 1.71587, 3.54896], [1.00815, 3.09587, 4.84417], [1.91934, 5.18019, 3.88240], [1.22320, 5.91098, 1.62701], [-0.36253, 4.54294, 0.31933], [-4.26060, 0.03972, 2.02202], [-6.42485, 0.64811, 2.97841], [-7.12381, 3.01365, 3.08130], [-5.63578, 4.78441, 2.21097], [-3.45364, 4.20028, 1.24957], [1.81382, -5.89649, -0.78779], [1.87760, -5.24193, -2.17579], [3.34670, -5.04725, -2.55161], [1.23493, -6.17913, -3.20829], [1.11684, -3.91569, -2.12993], [-0.26935, -3.92993, -1.92473], [-1.03152, -2.77188, -1.82513], [-0.35172, -1.58079, -1.92602], [-0.83239, -0.29177, -1.80932], [0.28816, 0.52053, -1.94682], [1.43072, -0.23158, -2.19973], [1.00864, -1.54804, -2.14920], [1.77299, -2.68818, -2.25576], [2.29073, -6.87830, -0.80934], [0.78247, -6.02969, -0.45814], [2.33360, -5.28477, -0.04680], [3.83837, -6.01914, -2.60551], [3.88196, -4.45198, -1.80944], [3.45512, -4.56683, -3.52579], [1.84135, -7.07923, -3.32117], [1.15909, -5.69569, -4.18343], [0.23513, -6.49288, -2.90780], [-0.77757, -4.88122, -1.84028], [-2.10170, -2.80533, -1.67355], [2.83590, -2.61565, -2.43158]],
  "forces_ev_per_a": [[-0.08, 0.49, -0.38], [0.00, 0.04, -0.03], [0.01, -0.14, 0.06], [-0.08, 0.00, -0.05], [0.11, -0.42, 0.13], [-0.23, 0.21, -0.05], [0.35, -0.28, -0.39], [-0.01, 0.05, 0.02], [0.10, 0.38, 0.22], [-0.44, -0.28, -0.08], [0.18, 0.22, 0.10], [-0.04, -0.10, 0.09], [0.01, 0.09, 0.13], [0.01, -0.02, 0.00], [0.01, -0.01, 0.04], [0.01, 0.01, 0.02], [-0.04, -0.02, -0.08], [0.13, -0.01, -0.02], [-0.02, -0.06, 0.00], [0.00, 0.02, 0.01], [0.02, 0.00, 0.02], [0.00, -0.01, -0.02], [-0.10, 0.05, -0.01], [-0.11, 0.00, -0.04], [0.02, -0.02, -0.01], [0.00, 0.01, 0.00], [-0.03, 0.00, 0.01], [0.00, 0.01, 0.00], [0.02, 0.00, -0.01], [0.01, 0.01, 0.00], [0.00, 0.01, 0.00], [0.00, 0.00, 0.00], [0.00, 0.00, 0.00], [0.00, 0.00, -0.03], [0.02, -0.01, -0.01], [0.00, -0.01, 0.00], [0.00, 0.00, 0.00], [-0.01, 0.01, 0.00], [0.03, -0.02, -0.01], [0.01, 0.00, 0.01], [0.00, 0.00, 0.00], [0.00, 0.00, 0.00], [0.00, 0.00, 0.00], [0.00, 0.00, 0.00], [0.01, -0.01, -0.01], [-0.01, 0.00, -0.01], [0.01, -0.02, -0.01], [0.00, 0.00, -0.02], [0.01, 0.00, 0.06], [0.02, 0.01, -0.01], [0.01, 0.00, -0.05], [0.00, -0.03, -0.05], [0.07, 0.06, -0.37], [0.16, -0.18, 0.79], [-0.07, -0.04, 0.08], [0.02, -0.01, -0.03], [-0.07, -0.03, -0.03], [0.01, 0.00, 0.00], [-0.01, -0.02, 0.00], [-0.01, 0.01, 0.00], [0.00, 0.00, 0.01], [0.00, 0.01, 0.00], [-0.01, -0.01, -0.01], [-0.01, -0.01, 0.02], [0.02, 0.00, 0.00], [-0.01, 0.01, -0.01], [0.00, -0.01, 0.01], [0.00, 0.00, 0.01], [0.00, 0.00, 0.01]]
}


{
  "formula": "C31H27Br4FeN4O6",
  "method": "ωB97M-V with the def2-TZVPD basis set",
  "s2": 8.82,
  "charge": 0,
  "spin_multiplicity": 6,
  "homo_energy_ev": [-7.443, -8.958],
  "orbital_gap_ev": [6.106, 6.721],
  "e_above_lowest_kcal_mol": 25.8,
  "total_energy_ev": -365389.7087,
  "elements": ["Fe", "Br", "C", "C", "Br", "C", "Br", "C", "O", "C", "O", "C", "Br", "O", "C", "O", "C", "C", "N", "N", "C", "C", "O", "O", "H", "H", "H", "C", "C", "C", "C", "C", "C", "C", "C", "N", "C", "C", "C", "C", "N", "C", "C", "C", "C", "C", "C", "C", "C", "H", "H", "H", "H", "H", "H", "H", "H", "H", "H", "H", "H", "H", "H", "H", "H", "H", "H", "H", "H", "H", "H", "H", "H"],
  "positions_angstrom": [[-0.20203, -0.50255, -0.08593], [2.07334, -5.26291, 4.40085], [1.90363, -4.11103, 2.93633], [2.97484, -4.04515, 1.95291], [4.47142, -5.15067, 2.15875], [2.90636, -3.18882, 0.89140], [4.25770, -2.99105, -0.39687], [1.76017, -2.35556, 0.72771], [1.63091, -1.49680, -0.19182], [0.66514, -2.46330, 1.69050], [-0.34537, -1.73232, 1.49152], [0.78919, -3.33858, 2.81002], [-0.63100, -3.31893, 4.03383], [-5.63913, -2.47200, -0.93590], [-5.74331, -1.23921, -0.46643], [-6.79930, -0.66772, -0.36478], [-4.48378, -0.55476, -0.04109], [-4.48845, 0.68128, 0.55831], [-3.20681, 1.02129, 0.77703], [-2.35788, 0.08126, 0.36312], [-3.11841, -0.88051, -0.14518], [-2.42869, -2.02661, -0.82727], [-3.06808, -3.01562, -1.14252], [-1.17561, -1.82592, -1.09960], [-4.68554, -2.74247, -1.03205], [-5.31877, 1.31136, 0.83484], [-2.84866, 1.84483, 1.23141], [2.23994, 0.08763, -3.01055], [0.90085, 0.22862, -3.69517], [0.79294, 0.01959, -5.06785], [-0.41518, 0.18537, -5.72574], [-1.53040, 0.58761, -5.01195], [-1.45788, 0.80483, -3.63836], [-2.68138, 1.27686, -2.89474], [-0.24019, 0.60208, -2.99404], [-0.16193, 0.79811, -1.56347], [0.35942, 1.94800, -1.08530], [0.57385, 3.15806, -1.95100], [0.71084, 2.00573, 0.28730], [1.24212, 3.27986, 0.87487], [0.53741, 0.88813, 1.03216], [1.23188, 0.68472, 2.27409], [0.49312, 0.51255, 3.44524], [-1.00721, 0.65764, 3.45824], [1.17314, 0.21510, 4.62119], [2.55367, 0.08699, 4.63814], [3.26990, 0.26991, 3.46944], [2.62693, 0.57277, 2.27008], [3.46412, 0.77438, 1.02786], [2.98270, -0.28665, -3.71469], [2.20865, -0.59531, -2.15824], [2.59657, 1.05431, -2.63758], [1.67612, -0.28006, -5.62089], [-0.48410, 0.00974, -6.79236], [-2.47720, 0.73952, -5.51829], [-3.41536, 1.68167, -3.59183], [-2.43710, 2.05284, -2.16561], [-3.16293, 0.46231, -2.35267], [0.31918, 2.94084, -2.98524], [1.61306, 3.49358, -1.91528], [-0.04428, 3.99547, -1.61464], [0.53992, 4.10129, 0.71315], [2.18806, 3.57796, 0.41653], [1.40433, 3.16782, 1.94534], [-1.29898, 1.68585, 3.21457], [-1.40016, 0.42720, 4.44805], [-1.48227, -0.00888, 2.73956], [0.60421, 0.07399, 5.53278], [3.06783, -0.15613, 5.56004], [4.34983, 0.16981, 3.47210], [4.38567, 0.19533, 1.09568], [3.75188, 1.82482, 0.91921], [2.94656, 0.47059, 0.12079]],
  "forces_ev_per_a": [[-0.39, -0.33, 0.07], [0.01, -0.05, 0.06], [0.54, -0.10, -0.28], [-0.31, -0.11, 0.40], [0.05, -0.02, 0.00], [-0.20, 0.25, -0.06], [-0.03, -0.03, 0.06], [0.01, -0.03, 0.16], [-0.11, -0.19, -0.08], [0.15, -0.06, 0.03], [-0.11, 0.20, -0.11], [-0.14, 0.28, -0.27], [0.04, -0.03, -0.02], [0.02, 0.23, -0.04], [0.01, -0.14, -0.04], [-0.02, 0.01, 0.07], [-0.11, -0.10, -0.05], [-0.01, 0.23, 0.14], [0.04, 0.15, 0.18], [-0.26, -0.43, -0.35], [0.24, -0.08, -0.03], [0.82, 0.40, -0.23], [-0.18, -0.23, -0.15], [-0.61, 0.00, 0.37], [0.04, -0.15, 0.10], [0.06, -0.02, -0.04], [-0.01, -0.02, 0.02], [-0.08, -0.03, 0.01], [0.43, -0.13, -0.12], [0.05, -0.01, 0.03], [0.05, -0.01, 0.03], [-0.04, 0.02, 0.08], [-0.30, 0.03, -0.14], [0.05, 0.01, -0.01], [-0.39, -0.04, 0.80], [1.01, 0.34, 0.22], [-0.17, 0.02, 0.07], [-0.09, -0.05, -0.03], [0.04, -0.03, -0.04], [0.03, -0.07, 0.09], [0.06, 0.45, -0.37], [-0.18, -0.01, -0.68], [-0.18, -0.04, 0.24], [0.07, 0.06, -0.02], [-0.07, -0.01, 0.00], [-0.03, 0.00, 0.01], [0.02, 0.01, -0.07], [0.26, -0.04, -0.05], [-0.05, 0.05, 0.07], [-0.01, 0.02, 0.00], [-0.06, 0.06, -0.12], [-0.04, -0.03, -0.02], [-0.03, 0.01, 0.01], [0.01, 0.01, 0.04], [0.04, 0.00, 0.01], [0.03, -0.01, 0.02], [0.01, -0.03, -0.02], [0.03, -0.02, 0.00], [0.00, 0.03, -0.01], [-0.02, -0.04, 0.02], [0.02, -0.03, 0.01], [0.00, -0.02, 0.00], [-0.01, -0.03, -0.01], [0.00, 0.02, -0.01], [0.04, -0.03, 0.00], [0.01, 0.02, -0.01], [0.07, -0.02, 0.04], [0.02, 0.00, -0.02], [-0.02, 0.00, -0.03], [-0.03, 0.00, 0.00], [-0.03, 0.00, 0.02], [-0.03, -0.03, 0.02], [-0.02, -0.02, 0.01]]
}